{"formula": "C16H29N2O3P2S4SbTi", "method": "the ωB97M-V functional and the def2-TZVPD basis", "elements": ["Ti", "C", "P", "C", "C", "C", "P", "C", "C", "H", "H", "H", "H", "H", "H", "H", "H", "H", "H", "H", "H", "H", "H", "H", "H", "S", "Sb", "S", "S", "S", "C", "C", "O", "C", "C", "C", "C", "C", "C", "O", "H", "H", "H", "H", "H", "H", "H", "C", "N", "C", "N", "O", "H", "H", "H", "H", "H", "H"], "positions_angstrom": [[0.83659, -0.82124, -0.24864], [-0.23900, 0.37706, 3.56535], [-0.51053, -0.95933, 2.33111], [-0.01541, -2.42058, 3.31407], [-2.36924, -1.04831, 2.41842], [-3.00397, -1.63703, 1.14763], [-2.40474, -0.71750, -0.34681], [-3.03369, -1.79172, -1.69101], [-3.65174, 0.64040, -0.39644], [-0.89508, 0.26736, 4.43394], [-0.41446, 1.34546, 3.09203], [0.80176, 0.33865, 3.88452], [-0.30791, -2.32135, 4.36396], [1.06701, -2.53780, 3.22638], [-0.46486, -3.31173, 2.87760], [-2.72704, -0.02257, 2.55946], [-2.66712, -1.60845, 3.31128], [-4.09819, -1.59466, 1.20738], [-2.71922, -2.68482, 1.02131], [-4.09201, -2.04920, -1.58219], [-2.42386, -2.69634, -1.71020], [-2.87475, -1.27498, -2.63958], [-4.67931, 0.26299, -0.39372], [-3.48293, 1.23491, -1.29659], [-3.50680, 1.29812, 0.46345], [3.28530, -4.48626, -2.15782], [2.77168, -3.14758, -0.39196], [3.16558, -0.83620, -0.96453], [0.44301, -3.21042, -0.05117], [3.80509, -3.71551, 1.58779], [-0.48098, 3.31545, -0.72674], [-0.12173, 1.91517, -1.14938], [0.22003, 1.11327, -0.16480], [-0.15423, 1.55139, -2.51529], [-0.42786, 2.53190, -3.50927], [-0.44266, 2.24289, -4.86287], [-0.17687, 0.94549, -5.28853], [0.08332, -0.04625, -4.34540], [0.09039, 0.19701, -2.96968], [0.27014, -0.82085, -2.15602], [-0.56559, 3.33156, 0.36058], [-1.43025, 3.65218, -1.15884], [0.28081, 4.05075, -1.02151], [-0.61452, 3.55211, -3.19651], [-0.64913, 3.02918, -5.58154], [-0.17045, 0.70387, -6.34586], [0.29000, -1.06619, -4.64845], [2.93774, 2.22061, 0.96334], [3.72114, 1.30972, 1.77338], [3.30207, 0.04041, 2.05596], [4.21450, -0.76352, 2.67196], [2.15648, -0.35931, 1.84085], [2.94953, 3.22240, 1.40135], [1.91342, 1.86066, 0.91148], [3.31064, 2.26752, -0.06248], [4.71773, 1.43317, 1.75490], [5.18323, -0.53644, 2.51397], [3.99888, -1.76552, 2.52042]], "atomic_forces_ev_per_a": [[-0.449, 1.647, -0.118], [0.007, 0.022, -0.051], [0.001, 0.021, -0.104], [-0.003, 0.032, -0.007], [-0.016, -0.046, -0.064], [-0.003, 0.123, 0.049], [0.090, -0.283, -0.066], [-0.008, 0.043, 0.009], [0.054, 0.031, 0.006], [0.003, -0.008, 0.008], [-0.007, -0.018, 0.000], [-0.005, 0.006, -0.009], [-0.016, -0.007, -0.002], [-0.012, -0.006, 0.000], [0.011, -0.012, -0.014], [0.023, 0.018, -0.030], [-0.024, 0.002, 0.006], [-0.011, -0.076, 0.006], [0.097, 0.001, -0.003], [0.000, 0.000, 0.004], [0.011, -0.001, 0.003], [0.000, -0.012, -0.002], [-0.002, 0.000, 0.000], [-0.001, -0.006, 0.007], [-0.005, 0.000, -0.009], [0.129, -0.046, -0.050], [0.779, -0.626, -0.456], [-0.170, -0.430, 0.149], [-0.365, -0.210, 0.123], [0.069, -0.172, 0.158], [0.019, -0.012, 0.045], [-0.073, -0.011, 0.009], [0.260, -0.288, -0.073], [0.025, -0.075, 0.071], [-0.026, 0.044, -0.065], [0.002, 0.011, 0.060], [0.003, -0.016, -0.016], [-0.006, -0.117, -0.019], [-0.147, -0.047, 0.073], [-0.019, 0.299, 0.317], [0.009, 0.007, 0.000], [-0.003, 0.006, 0.011], [-0.011, 0.002, 0.001], [0.000, 0.000, -0.005], [0.001, 0.006, 0.002], [0.005, -0.013, 0.003], [0.000, 0.001, -0.005], [0.007, -0.005, -0.052], [-0.079, 0.055, 0.035], [0.231, -0.199, -0.054], [-0.140, 0.083, 0.111], [-0.386, 0.277, 0.087], [0.009, -0.004, 0.005], [-0.025, 0.004, 0.037], [0.000, -0.014, -0.004], [0.032, 0.015, 0.005], [0.017, -0.052, -0.024], [0.122, 0.054, -0.097]], "lowdin_spin": [0.97, 0.00, 0.00, 0.00, 0.00, 0.00, 0.00, 0.00, 0.00, 0.00, 0.00, 0.00, 0.00, 0.00, 0.00, 0.00, 0.00, 0.00, 0.00, 0.00, 0.00, 0.00, 0.00, 0.00, 0.00, 0.00, 0.00, -0.01, 0.04, 0.00, 0.04, 0.30, 0.18, 0.02, 0.11, 0.00, 0.12, 0.02, 0.07, 0.06, 0.00, 0.01, 0.02, 0.01, 0.00, 0.01, 0.00, 0.00, 0.00, 0.00, 0.00, 0.01, 0.00, 0.00, 0.00, 0.00, 0.00, 0.00], "s_squared": 2.033, "multiplicity": 3, "lumo_energy_ev": [4.4, 4.4], "charge": -2, "gap_ev": [4.23, 5.97]}


{"formula": "C16H29N4O8", "method": "the ωB97M-V functional and the def2-TZVPD basis", "elements": ["O", "O", "O", "O", "O", "O", "O", "O", "C", "C", "C", "C", "N", "N", "N", "N", "C", "C", "C", "C", "C", "C", "C", "C", "C", "C", "C", "C", "H", "H", "H", "H", "H", "H", "H", "H", "H", "H", "H", "H", "H", "H", "H", "H", "H", "H", "H", "H", "H", "H", "H", "H", "H", "H", "H", "H", "H"], "positions_angstrom": [[-2.88433, 0.52883, 3.29464], [5.04430, -4.90149, 0.28576], [0.58962, 0.04609, -1.45550], [0.79297, -5.10078, -0.02481], [0.98618, -0.37737, 0.66463], [-2.31239, 1.86880, -4.31505], [0.25035, 1.71590, -3.40463], [-3.75244, 1.21949, -2.00185], [-2.16614, 1.49658, 3.08892], [4.04091, -4.34658, 0.71052], [1.00285, -0.70459, -0.53944], [0.82974, -4.00616, 0.53470], [-0.13484, -3.73133, 1.42062], [-1.85389, 1.90208, 1.81316], [-0.54584, 2.53137, -0.57797], [3.22721, -3.69616, -0.11471], [-1.67934, 2.32755, 4.26064], [3.73812, -4.38401, 2.19472], [-0.32031, -2.52903, 2.23383], [1.36433, 3.67787, -1.55515], [-2.24321, 1.20046, 0.60020], [-2.02097, 2.48722, -3.05479], [-0.53240, 2.87094, -3.04314], [-2.35319, 1.51417, -1.91424], [-0.14025, 3.44127, -1.66110], [-1.97768, 2.15466, -0.56884], [1.60109, -2.06017, -0.94665], [1.97183, -3.00108, 0.22550], [-1.54623, 1.29417, -4.52362], [0.36117, 1.09993, -2.61652], [-3.94410, 0.98002, -2.92732], [-0.82656, -4.45770, 1.51149], [-1.08939, 2.56481, 1.70000], [0.03393, 1.66882, -0.59638], [3.46986, -3.74699, -1.08917], [-2.06587, 1.92166, 5.19898], [-2.02203, 3.35882, 4.15221], [-0.58725, 2.31538, 4.29335], [3.68388, -3.36765, 2.57853], [4.53593, -4.92480, 2.69975], [2.79266, -4.89789, 2.35328], [-0.82280, -1.75602, 1.64819], [-0.94109, -2.75356, 3.10130], [0.63576, -2.13541, 2.58167], [1.70847, 4.32308, -2.36820], [1.60089, 4.15839, -0.60164], [1.90829, 2.72891, -1.60570], [-3.30367, 0.92988, 0.63170], [-1.65749, 0.28288, 0.48394], [-2.62852, 3.38979, -2.93095], [-0.36978, 3.64774, -3.79688], [-1.78173, 0.58877, -2.03992], [-0.65366, 4.40035, -1.53001], [-2.59085, 3.05158, -0.42841], [2.50366, -1.83879, -1.52085], [0.91179, -2.57398, -1.61927], [2.16248, -2.39669, 1.11042]], "atomic_forces_ev_per_a": [[-0.045, -0.153, -0.051], [0.332, -0.187, -0.169], [0.007, -0.564, -0.771], [0.417, 0.250, -0.270], [0.222, -0.559, -0.190], [-0.160, 0.001, 0.062], [-0.441, 0.590, 0.362], [-0.132, -0.100, 0.112], [-0.562, -0.342, -0.849], [0.998, -0.754, 0.636], [0.059, 0.649, 1.232], [0.365, -1.074, -0.717], [-0.183, 0.968, 1.002], [0.280, 0.357, 1.371], [-0.271, 0.041, 0.322], [-1.654, 0.908, -0.232], [0.311, 0.186, -0.246], [-0.138, 0.129, -0.354], [-0.113, 0.157, -0.302], [-0.065, 0.025, 0.033], [0.058, 0.266, 0.033], [1.083, -0.607, -0.034], [0.233, -0.502, 0.500], [-0.335, 0.410, -0.509], [0.041, -0.841, 0.075], [0.426, -0.540, -0.497], [-0.178, -0.311, 0.299], [0.257, -0.031, 0.107], [-0.252, 0.455, 0.366], [-0.051, 0.463, -0.720], [0.329, 0.198, 0.457], [0.090, -0.053, -0.174], [-0.244, -0.248, -0.134], [-0.450, 0.532, -0.042], [0.034, -0.169, -0.050], [0.014, -0.058, -0.342], [0.126, 0.002, 0.009], [-0.021, 0.132, 0.023], [-0.161, 0.058, 0.181], [-0.043, 0.052, -0.144], [-0.170, 0.073, 0.159], [0.169, 0.057, 0.255], [0.053, -0.198, -0.070], [-0.156, 0.001, -0.115], [0.017, -0.072, 0.023], [-0.041, -0.054, -0.081], [-0.111, 0.145, -0.038], [0.198, 0.111, 0.094], [0.046, 0.044, -0.082], [-0.160, -0.139, -0.255], [0.112, -0.175, -0.177], [0.119, 0.060, 0.028], [-0.166, -0.004, 0.005], [0.030, 0.105, -0.001], [-0.023, 0.018, 0.013], [0.015, 0.094, -0.094], [-0.114, 0.200, -0.051]], "lowdin_charge": [0.02, 0.01, -0.07, 0.02, -0.02, -0.04, -0.06, -0.03, -0.54, -0.55, -0.64, -0.47, 0.04, 0.06, 0.03, 0.11, -0.02, 0.01, -0.06, -0.05, -0.12, -0.28, -0.28, -0.29, -0.34, -0.25, -0.03, -0.20, 0.10, 0.04, 0.09, 0.14, 0.13, 0.09, 0.14, 0.08, 0.07, 0.08, 0.08, 0.08, 0.08, 0.07, 0.08, 0.08, 0.08, 0.07, 0.08, 0.13, 0.11, 0.16, 0.15, 0.15, 0.14, 0.15, 0.12, 0.13, 0.12], "lumo_energy_ev": 2.9, "charge": -1, "gap_ev": 8.80}


One value per record, in order, for M: 657.3; 405.4 g/mol.